C2H6S | ωB97M-V/def2-TZVPD

```
9
Properties=species:S:1:pos:R:3:forces:R:3:nbo_charge:R:1
S 0.9656 1.7354 -0.3013 0.14 -0.01 0.21 -0.282
H 0.7998 1.3747 0.9789 -0.15 0.00 -0.05 0.141
H 2.2419 2.0501 -0.0404 0.01 0.04 -0.16 0.143
C -1.5340 -2.0109 -0.2248 0.09 0.32 -0.44 -0.383
C -0.7335 -1.7388 0.7856 0.18 -0.07 0.64 -0.386
H -2.3503 -2.7151 -0.1796 -0.03 -0.11 0.18 0.195
H -1.3951 -1.5029 -1.1704 -0.02 -0.02 -0.10 0.192
H -0.8440 -2.2126 1.7521 -0.12 -0.14 0.03 0.187
H 0.0851 -1.0293 0.7383 -0.10 -0.01 -0.31 0.192
```
Positions in Å, forces in eV/Å.

Results
2S+1 = 1
relative energy (zero: lowest compared OMol25 entry of this formula, charge and spin) = 22.4 kcal/mol
frontier orbital gap = 0.3957 hartree
SMILES string = C=C.S
net charge = 0

=====

C26H14Cl2N2O5 | ωB97M-V/def2-TZVPD

```
49
Properties=species:S:1:pos:R:3:forces:R:3:nbo_charge:R:1
O 0.6659 1.7779 3.6176 0.04 -0.07 -0.18 -0.586
C 0.9510 1.3972 2.5104 -0.09 0.22 0.36 0.797
O 2.1577 0.9046 2.1847 0.10 -0.04 -0.22 -0.493
C 3.0108 0.6276 3.2751 -0.24 0.04 0.19 -0.187
H 2.9627 1.4517 3.9974 0.14 -0.13 -0.10 0.227
C 2.5460 -0.6679 3.9558 0.07 0.43 -0.24 0.563
O 1.4997 -1.1709 3.6402 0.07 0.15 0.02 -0.497
C 3.4687 -1.2264 4.9730 0.01 -0.52 0.32 -0.214
C 3.4767 -2.6003 5.2592 0.22 0.39 0.13 0.029
C 4.3391 -3.1231 6.2131 -0.02 0.03 -0.01 -0.255
C 5.1899 -2.2791 6.9062 -0.29 0.27 -0.35 -0.008
C 5.1950 -0.9135 6.6475 0.09 -0.13 0.11 -0.243
C 4.3467 -0.4059 5.6865 -0.18 -0.18 -0.16 -0.142
H 4.3501 0.6564 5.5051 0.02 0.14 -0.03 0.221
H 5.8565 -0.2622 7.1954 0.06 0.04 0.06 0.235
Cl 6.2458 -2.9287 8.0950 0.16 -0.10 0.17 0.038
H 4.3366 -4.1827 6.4111 0.01 -0.09 0.02 0.245
Cl 2.4607 -3.6963 4.4196 -0.03 -0.43 -0.02 0.066
H 4.0196 0.5221 2.8742 -0.08 0.02 0.05 0.221
C 0.0345 1.4586 1.3417 -0.10 -0.08 -0.29 -0.149
C -1.2248 2.0248 1.5339 0.10 -0.03 0.03 -0.143
C -2.1436 2.1084 0.4959 0.02 -0.06 -0.19 -0.163
C -1.7637 1.6086 -0.7334 0.59 -0.17 0.33 -0.117
C -0.5024 1.0387 -0.9289 -0.42 0.30 0.39 -0.079
C 0.4139 0.9507 0.0955 -0.10 0.06 0.02 -0.134
H 1.3840 0.5056 -0.0544 0.08 -0.04 -0.02 0.250
C -0.4041 0.6022 -2.3447 0.31 -0.21 0.02 0.679
O 0.5136 0.0834 -2.9213 -0.02 0.06 0.13 -0.529
N -1.6397 0.9172 -2.9117 -0.19 -0.13 -0.45 -0.514
C -2.5040 1.5519 -2.0199 -0.19 0.23 -0.02 0.677
O -3.6015 1.9655 -2.2843 0.07 -0.05 0.10 -0.528
C -1.9479 0.6847 -4.2778 0.15 0.19 -0.39 0.232
C -1.1617 1.2476 -5.2499 -0.17 -0.09 0.43 -0.210
C -1.4575 1.0461 -6.6051 -0.17 -0.12 -0.21 -0.200
C -2.5409 0.3012 -6.9767 0.21 0.14 0.03 -0.180
C -3.3616 -0.2993 -5.9994 0.34 0.23 0.60 0.154
N -4.4114 -1.0353 -6.4122 -0.33 -0.19 -0.46 -0.403
C -5.1602 -1.6166 -5.5197 -0.05 -0.05 -0.07 0.061
C -4.9276 -1.5432 -4.1348 0.30 0.18 0.24 -0.258
C -3.8722 -0.7980 -3.6846 -0.22 -0.17 -0.05 -0.125
C -3.0568 -0.1260 -4.6189 -0.04 -0.07 -0.38 -0.120
H -3.6590 -0.7297 -2.6275 -0.03 0.01 0.03 0.214
H -5.5721 -2.0711 -3.4493 -0.05 -0.04 0.06 0.222
H -5.9943 -2.1901 -5.9041 -0.09 -0.07 0.04 0.191
H -2.7971 0.1454 -8.0125 -0.03 -0.02 -0.11 0.229
H -0.8220 1.4987 -7.3511 0.03 0.02 -0.08 0.220
H -0.3109 1.8491 -4.9680 0.05 0.04 0.06 0.225
H -3.1199 2.5445 0.6378 -0.09 0.04 0.02 0.238
H -1.4680 2.3960 2.5183 -0.01 0.02 0.06 0.245
```
Positions in Å, forces in eV/Å.

Results
2S+1 = 1
frontier orbital gap = 0.2916 hartree
SMILES string = O=C(OCC(=O)c1ccc(Cl)cc1Cl)c1ccc2c(c1)C(=O)N(c1cccc3ncccc13)C2=O
net charge = 0

=====

C2H5NO3 | ωB97M-V/def2-TZVPD

```
11
Properties=species:S:1:pos:R:3:forces:R:3:nbo_charge:R:1
C 0.3619 -0.3145 0.0562 0.20 -0.17 0.05 -0.176
C -0.7386 0.7089 -0.2049 -0.19 1.61 -0.19 0.646
N -2.0154 0.2366 -0.0559 0.12 -0.31 0.14 -0.829
O 1.6157 0.3130 0.2792 -0.31 -0.12 0.08 -0.266
O 2.5844 -0.7689 0.4045 -0.31 0.81 -0.57 -0.450
O -0.5505 1.8704 -0.5507 0.23 -1.32 0.31 -0.589
H 3.2039 -0.4319 -0.2691 -0.05 -0.41 0.34 0.470
H -2.7644 0.9090 -0.1659 0.27 -0.19 0.00 0.411
H -2.2257 -0.6462 0.3884 0.12 0.24 -0.13 0.393
H 0.1001 -0.9081 0.9387 -0.03 -0.10 -0.11 0.187
H 0.4284 -0.9683 -0.8204 -0.05 -0.05 0.08 0.203
```
Positions in Å, forces in eV/Å.

Results
2S+1 = 1
relative energy (zero: lowest compared OMol25 entry of this formula, charge and spin) = 74.4 kcal/mol
frontier orbital gap = 0.4003 hartree
SMILES string = NC(=O)COO
net charge = 0